Record 1
C17H13BCl48O3S | ωB97M-V/def2-TZVPD

Calculated values
Kohn-Sham gap: 0.338 Ha
E: -23393.2965 hartree
HOMO energy: -9.764 eV

The geometry in XYZ format:
```
83
Properties=species:S:1:pos:R:3:forces:R:3
C 0.677 1.367 0.620 0.25 -0.22 0.23
O 1.572 2.413 0.891 0.28 0.06 0.27
C 1.168 3.596 0.252 -0.07 -0.31 0.24
C -0.091 4.180 0.888 -0.02 -0.27 -0.85
C -1.179 4.456 -0.169 -0.68 0.09 0.22
B -2.529 3.831 0.251 0.00 0.30 0.15
S -3.704 2.942 -0.932 -0.14 -0.64 0.13
C -4.820 2.025 0.129 0.86 0.68 -0.20
O -4.420 4.003 -1.586 -0.49 0.96 0.09
O -3.066 1.987 -1.801 0.34 -0.47 0.12
H -0.255 1.695 0.176 -0.39 0.22 -0.03
H 0.480 0.851 1.545 -0.25 -0.31 0.36
H 1.118 0.669 -0.068 0.32 -0.46 -0.47
H 1.023 3.374 -0.797 -0.15 0.08 -0.39
H 1.981 4.296 0.325 0.47 0.21 0.09
H 0.200 5.052 1.442 -0.23 0.53 0.27
H -0.491 3.473 1.592 0.14 -0.40 0.56
H -1.341 5.528 -0.234 -0.20 0.37 -0.17
H -0.923 4.116 -1.156 0.43 -0.02 -0.47
H -2.908 3.926 1.373 -0.17 -0.09 0.00
H -5.027 2.661 0.966 -0.40 0.36 0.47
H -4.283 1.165 0.476 0.17 -0.57 0.08
H -5.706 1.770 -0.411 -0.49 -0.15 -0.44
C 3.438 4.787 -3.565 0.04 0.01 -0.06
Cl 4.876 5.780 -3.311 -0.02 0.01 -0.01
Cl 3.846 3.092 -3.295 0.01 0.01 0.02
Cl 2.179 5.266 -2.424 0.02 0.13 -0.12
Cl 2.840 5.021 -5.217 0.48 0.53 0.13
C 3.927 0.485 -7.172 -0.03 -0.05 -0.11
Cl 5.431 0.381 -8.087 0.07 -0.01 -0.02
Cl 4.050 -0.526 -5.727 -0.01 0.14 0.07
Cl 3.636 2.173 -6.732 0.26 -0.15 -0.07
Cl 2.592 -0.098 -8.167 -0.06 0.01 -0.02
C 3.949 -3.339 -1.013 -0.11 -0.02 -0.20
Cl 4.423 -3.059 0.667 0.01 0.00 0.05
Cl 2.354 -4.099 -1.061 -0.01 0.55 -0.50
Cl 3.900 -1.795 -1.871 -0.01 0.02 0.02
Cl 5.124 -4.405 -1.782 -0.27 0.02 -0.14
C 9.352 -5.194 -0.734 0.03 0.04 0.08
Cl 9.036 -6.204 -2.150 -0.01 -0.02 -0.03
Cl 7.839 -4.475 -0.182 0.27 -0.03 0.14
Cl 10.044 -6.185 0.553 0.00 -0.02 0.00
Cl 10.486 -3.915 -1.170 0.01 0.00 -0.03
C 2.331 7.712 2.350 0.01 0.00 0.08
Cl 2.048 7.109 0.715 0.05 0.08 -0.10
Cl 2.302 6.360 3.487 -0.01 -0.02 -0.02
Cl 3.906 8.504 2.419 0.00 0.00 -0.01
Cl 1.069 8.869 2.778 -0.02 0.01 0.00
C -0.559 2.787 -4.391 0.01 -0.05 0.02
Cl 0.963 2.658 -5.281 -0.69 -0.50 0.02
Cl -0.376 1.983 -2.833 0.31 -0.19 -0.17
Cl -0.938 4.489 -4.112 -0.07 0.12 -0.05
Cl -1.865 2.043 -5.315 0.06 -0.02 0.05
C -4.757 1.435 4.040 -0.07 -0.06 0.04
Cl -3.195 1.515 3.208 0.07 -0.02 0.07
Cl -4.541 0.653 5.605 0.01 -0.01 0.01
Cl -5.377 3.070 4.275 0.02 0.03 -0.04
Cl -5.903 0.504 3.070 -0.12 0.11 0.10
C 1.634 -7.333 1.593 0.08 -0.01 0.07
Cl 2.701 -5.975 1.237 0.01 -0.49 0.54
Cl 1.454 -7.510 3.342 -0.02 0.00 0.00
Cl 0.049 -7.034 0.866 -0.02 0.01 -0.02
Cl 2.319 -8.815 0.919 -0.01 0.00 -0.01
C -4.601 -3.200 2.487 -0.01 0.00 -0.02
Cl -3.724 -1.780 1.912 0.19 -0.11 -0.08
Cl -4.819 -3.086 4.236 -0.01 0.00 0.04
Cl -6.180 -3.274 1.705 0.04 0.07 -0.04
Cl -3.682 -4.657 2.102 0.00 -0.01 0.01
C 11.826 -1.951 -4.916 -0.04 -0.03 -0.02
Cl 12.313 -1.656 -3.244 0.04 0.04 0.04
Cl 10.232 -2.710 -4.937 -0.01 -0.01 0.01
Cl 11.761 -0.417 -5.787 0.00 0.01 0.00
Cl 12.998 -3.020 -5.689 0.01 -0.01 0.00
C -9.505 -5.568 2.765 0.02 -0.01 -0.02
Cl -10.838 -4.772 3.599 0.01 0.02 0.00
Cl -9.919 -7.258 2.472 0.01 -0.02 0.00
Cl -9.229 -4.756 1.216 0.00 -0.04 0.00
Cl -8.027 -5.491 3.742 -0.08 -0.02 -0.15
C -10.533 -4.500 7.808 0.04 -0.01 0.03
Cl -9.253 -4.957 6.684 -0.02 0.01 0.18
Cl -10.853 -2.769 7.659 -0.01 0.02 -0.01
Cl -12.001 -5.403 7.422 -0.02 -0.01 -0.01
Cl -10.033 -4.866 9.462 -0.01 0.00 0.01
```
Forces are in eV/Å.

Record 2
C17H13Cl2F2GaN | ωB97M-V/def2-TZVPD

Calculated values
Charge: +1
Kohn-Sham gap: 0.311 Ha
E: -3755.0427 hartree
HOMO energy: -12.125 eV

The geometry in XYZ format:
```
36
Properties=species:S:1:pos:R:3:forces:R:3
Ga -0.632 0.983 0.099 0.04 -0.29 0.59
C -1.307 1.721 2.467 -0.02 -0.09 -0.03
C -2.593 1.245 2.119 0.07 0.01 0.01
C -2.965 1.790 0.900 0.02 0.00 -0.06
C -1.902 2.617 0.429 -0.07 0.21 -0.20
C -0.865 2.597 1.464 -0.14 0.24 0.12
H -0.750 1.457 3.353 -0.02 0.01 0.01
H -3.168 0.535 2.693 0.00 0.00 0.00
H -3.879 1.596 0.361 0.00 0.01 0.00
H -1.966 3.352 -0.360 0.01 -0.01 -0.01
H -0.037 3.288 1.512 0.08 -0.09 -0.02
F -3.327 -3.562 -0.588 0.00 0.02 0.00
C -2.175 -2.931 -0.363 -0.03 -0.09 -0.01
C -2.174 -1.550 -0.253 0.04 -0.02 0.06
C -0.972 -0.911 -0.014 -0.07 -0.23 -0.21
C 0.228 -1.629 0.101 0.05 0.03 0.00
C 0.158 -3.015 -0.021 0.05 -0.01 0.01
F 1.269 -3.762 0.076 -0.01 -0.01 0.00
C -1.024 -3.686 -0.252 -0.01 0.07 -0.01
C 1.479 -0.861 0.340 -0.03 0.03 -0.02
C 2.744 -1.401 0.550 -0.07 0.00 -0.01
C 3.817 -0.554 0.766 0.04 -0.01 -0.01
C 3.632 0.821 0.782 0.00 0.00 0.00
C 2.359 1.299 0.573 0.00 -0.01 -0.01
N 1.324 0.481 0.357 0.10 0.01 -0.18
H -3.111 -1.017 -0.343 0.01 0.03 -0.01
H -1.041 -4.762 -0.345 -0.01 0.00 0.01
H 2.883 -2.468 0.547 0.03 0.00 0.00
H 4.802 -0.973 0.924 0.00 0.00 0.01
H 4.450 1.505 0.954 0.00 0.00 -0.01
H 2.145 2.360 0.577 -0.01 0.00 -0.02
Cl -0.217 1.701 -2.476 -0.09 0.32 -0.24
C 0.479 1.088 -4.041 -0.12 -0.02 0.30
Cl 1.974 0.233 -3.799 0.10 -0.06 0.03
H 0.637 1.983 -4.629 0.03 -0.04 -0.06
H -0.274 0.432 -4.456 0.03 -0.01 -0.05
```
Forces are in eV/Å.

Record 3
C17H13Cl2N2O7 | ωB97M-V/def2-TZVPD

Calculated values
Charge: -1
Kohn-Sham gap: 0.133 Ha
E: -2212.1976 hartree
HOMO energy: -4.231 eV

The geometry in XYZ format:
```
41
Properties=species:S:1:pos:R:3:forces:R:3
N 0.089 -0.703 4.147 -1.75 -0.39 -1.70
C -0.729 -0.844 3.324 1.84 0.43 1.86
C -1.728 -1.020 2.321 0.56 -0.40 -1.16
C -1.403 -1.550 1.099 -0.09 0.28 1.52
C -0.087 -2.036 0.867 2.67 -0.81 -0.57
N 0.991 -2.468 0.720 -2.34 0.82 0.37
C -2.422 -1.824 0.060 0.29 -0.55 -1.83
O -2.118 -2.352 -1.008 -0.74 0.93 2.05
C -3.821 -1.433 0.416 -0.42 0.53 1.08
Cl -5.005 -1.755 -0.767 0.09 0.04 0.03
C -4.137 -0.862 1.621 0.30 -0.51 -1.12
Cl -5.726 -0.393 2.019 0.02 -0.03 -0.01
C -3.105 -0.602 2.672 -0.29 0.71 0.75
O -3.353 -0.071 3.744 0.14 -0.79 -1.40
C -0.516 -0.009 -4.836 -0.29 0.02 -0.31
C 0.524 -0.334 -3.796 -0.23 0.64 0.58
O 0.267 0.596 -2.699 0.29 -0.84 -1.12
C 1.064 0.390 -1.631 -0.32 0.70 1.61
C 0.700 1.281 -0.473 0.41 -0.64 -0.15
C -0.541 2.051 -0.408 0.32 -0.95 -0.59
C -0.617 3.157 0.624 -0.26 0.41 0.50
O -1.504 1.782 -1.140 -0.07 0.61 0.56
C 1.544 1.200 0.712 -1.11 0.90 -0.04
O 1.386 1.824 1.779 0.81 -1.00 -0.41
O 2.539 0.322 0.592 0.71 0.09 1.10
C 3.342 0.217 1.780 -0.13 -0.06 -0.45
C 4.349 -0.841 1.455 0.56 -0.52 -0.01
O 1.958 -0.435 -1.656 -0.28 0.04 -0.59
H -0.382 -0.644 -5.716 0.01 -0.02 0.00
H -1.526 -0.176 -4.449 0.18 0.05 0.01
H -0.451 1.035 -5.161 0.05 -0.12 0.11
H 0.410 -1.366 -3.430 0.21 0.33 -0.08
H 1.545 -0.184 -4.180 -0.28 -0.15 0.22
H 0.156 3.024 1.394 -0.55 0.26 -0.50
H -0.486 4.148 0.172 -0.12 -0.24 -0.22
H -1.596 3.135 1.116 -0.06 0.05 -0.24
H 3.828 1.186 1.969 -0.27 -0.27 0.20
H 2.713 -0.083 2.631 0.20 0.32 -0.17
H 5.006 -1.004 2.309 0.10 -0.05 0.11
H 3.867 -1.789 1.208 -0.08 0.09 0.04
H 4.972 -0.568 0.600 -0.09 0.11 0.02
```
Forces are in eV/Å.